87
Properties=species:S:1:pos:R:3:forces:R:3:mulliken_charge:R:1 method="wB97M-V/def2-TZVPD" e_tot_ha=-24816.16104 lumo_energy_ev=1.05 charge=-1 multiplicity=1 mol_weight_g_mol=2125.69
C -5.55877 -1.67404 -4.12494 0.428 0.668 1.815 -0.8954
C -4.98707 -0.77386 -3.04513 -0.792 -0.609 -2.913 0.2438
C -5.47801 0.78981 -3.02665 0.227 1.390 0.519 -0.5611
C -5.20056 1.55557 -1.56533 0.466 -2.703 0.104 -0.5623
B -3.62717 1.43605 -1.11724 -0.929 1.253 -0.652 0.4847
O -2.73117 2.56711 -1.54913 0.507 -3.159 -0.907 -0.6579
N -2.97563 0.35308 -0.28947 -0.819 -1.225 -0.809 0.0971
C -3.95784 -0.53653 0.43223 -1.239 0.421 0.808 -0.5145
C -1.90749 -0.41479 -1.03344 0.995 -0.444 1.007 -0.0918
H -5.14785 -1.67374 -5.22762 -2.014 1.144 1.913 0.1585
H -6.47937 -2.33162 -3.78686 2.726 0.139 -0.935 0.2134
H -4.23133 -1.28206 -2.31044 -2.405 2.368 -0.711 0.2066
H -6.66817 0.76410 -3.11892 2.707 -0.246 0.017 0.2959
H -5.10582 1.42127 -3.94223 -0.439 -1.230 1.519 0.2116
H -5.92776 0.97059 -0.82838 1.433 1.030 -1.246 0.0229
H -1.90561 2.20900 -1.98947 -1.206 0.589 1.038 0.2035
H -4.86467 -0.89295 -0.25759 2.028 0.570 1.436 0.1375
H -3.43870 -1.44373 0.98413 -0.884 1.810 -1.225 0.1545
H -4.47337 0.14493 1.26601 1.101 -1.578 -1.668 0.2306
H -0.86071 -0.02116 -0.61578 -1.891 -0.873 -1.355 0.2486
H -1.98928 -0.33959 -2.19820 0.325 -0.102 2.053 0.2573
H -1.96075 -1.56580 -0.73267 0.013 2.450 -0.772 -0.4857
C -3.50563 6.13492 0.15222 -0.378 -0.718 -0.301 0.2095
Cl -1.85213 6.41508 -0.44940 -0.172 0.053 0.155 -0.1207
Cl -3.47461 5.98716 1.92749 -0.043 0.229 -0.217 -0.0863
Cl -4.54640 7.50461 -0.31169 0.192 -0.024 0.111 -0.1350
Cl -4.14934 4.63283 -0.55760 -0.069 0.862 0.414 -0.0591
C -0.82434 3.76792 3.95455 -0.216 -0.222 -0.446 0.2188
Cl -2.10422 3.39680 5.13721 0.145 -0.285 -0.581 -0.0810
Cl 0.67349 2.91988 4.41467 -0.264 0.188 -0.005 -0.1116
Cl -1.33788 3.23024 2.33540 0.208 0.088 0.530 0.0871
Cl -0.52884 5.52479 3.93092 0.036 -0.325 -0.046 -0.1165
C -4.06733 -4.51129 -0.91862 -0.322 0.304 -0.307 0.1092
Cl -2.34293 -4.33293 -0.50736 -0.457 -0.190 -0.078 -0.0373
Cl -4.59824 -3.10514 -1.87532 0.472 -2.178 1.229 -0.0241
Cl -4.29998 -5.99933 -1.87050 0.079 0.039 0.187 -0.0826
Cl -5.02810 -4.60781 0.57873 0.196 -0.071 -0.194 -0.1340
C 1.72038 -3.99965 0.72535 -0.323 0.158 0.360 0.0980
Cl 1.20767 -5.56974 1.39352 -0.144 0.377 -0.194 -0.0371
Cl 0.29645 -2.94908 0.51771 0.657 -0.223 0.053 0.0111
Cl 2.87147 -3.22575 1.84362 -0.932 0.392 0.207 -0.0482
Cl 2.50597 -4.25411 -0.85343 -0.712 -0.651 0.155 -0.1184
C -5.25380 -9.46272 0.08968 -0.009 0.179 0.000 0.3167
Cl -5.76651 -11.03281 0.75785 0.109 0.302 -0.140 -0.1152
Cl -6.67773 -8.41215 -0.11796 0.387 -0.289 0.061 -0.0663
Cl -4.10271 -8.68882 1.20795 -0.297 -0.186 -0.305 -0.0613
Cl -4.46821 -9.71718 -1.48910 -0.186 0.036 0.372 -0.0892
C -1.89238 5.84245 8.63546 -0.017 -0.161 -0.279 0.2287
Cl -2.40510 4.27236 9.30364 -0.843 0.539 -0.456 -0.0736
Cl -3.31632 6.89302 8.42783 0.368 -0.238 0.077 -0.1080
Cl -0.74130 6.61635 9.75373 -0.323 0.224 -0.154 -0.1171
Cl -1.10679 5.58799 7.05668 -0.150 0.496 0.959 0.0715
C 5.19259 -0.62642 -0.89523 -0.143 0.181 -0.006 0.1601
Cl 6.72207 -1.20496 -1.60270 -0.288 0.090 0.140 -0.1000
Cl 4.04072 -1.98096 -0.78209 0.997 1.112 -0.458 0.1536
Cl 5.50148 0.02814 0.73283 -0.046 -0.159 -0.315 -0.1184
Cl 4.50620 0.65212 -1.92899 0.390 -0.129 0.524 -0.0429
C 0.75271 2.16411 10.20564 0.007 0.106 -0.100 0.2733
Cl -0.05169 1.41332 11.60699 0.159 0.156 -0.284 -0.1059
Cl 0.36241 3.90185 10.15752 1.163 -0.908 0.355 0.0058
Cl 2.51615 1.95524 10.35095 -0.356 0.000 -0.022 -0.1096
Cl 0.18396 1.38594 8.70717 0.126 0.225 0.359 -0.0681
C 2.27511 0.08716 -5.41132 -0.034 -0.164 -0.039 0.2431
Cl 0.97631 -0.73341 -6.31372 0.318 0.248 0.244 -0.0966
Cl 3.60171 0.50251 -6.52577 -0.296 -0.253 0.219 -0.0793
Cl 1.63445 1.57517 -4.66981 0.055 -0.400 -0.082 -0.0782
Cl 2.88786 -0.99567 -4.13599 -0.345 0.116 -0.558 -0.0061
C 5.20736 -6.30788 2.64601 -0.086 0.007 -0.149 0.2476
Cl 6.14787 -5.02868 3.45447 -0.237 -0.259 -0.178 -0.0978
Cl 3.96983 -6.93256 3.76525 0.268 0.162 -0.249 -0.1060
Cl 4.41453 -5.63712 1.19827 1.153 -1.033 0.264 0.0738
Cl 6.29727 -7.63309 2.16605 -0.346 0.292 0.185 -0.0712
C 5.12177 4.36043 -6.78985 -0.064 0.089 0.104 0.1945
Cl 6.06228 5.63963 -5.98139 0.051 -0.414 -0.246 -0.0501
Cl 3.88424 3.73575 -5.67062 0.419 0.307 -0.331 0.0699
Cl 4.32894 5.03119 -8.23759 0.210 -0.197 0.298 -0.0705
Cl 6.21168 3.03522 -7.26981 -0.238 0.273 0.104 -0.1191
C 3.68305 8.71396 -5.36819 -0.133 -0.108 -0.005 0.3010
Cl 4.24055 9.35819 -6.93301 -0.098 -0.157 0.338 -0.0977
Cl 5.02542 8.75369 -4.19736 -0.282 -0.004 -0.258 -0.0990
Cl 2.33623 9.71029 -4.76168 0.353 -0.238 -0.147 -0.1005
Cl 3.12995 7.03368 -5.58079 -0.125 0.670 0.157 -0.0194
C 9.48588 -6.01527 0.58975 -0.079 0.059 0.031 0.2815
Cl 11.13939 -5.73511 -0.01188 -0.367 -0.070 0.130 -0.1091
Cl 9.51690 -6.16303 2.36502 0.087 0.052 -0.440 -0.0685
Cl 8.44512 -4.64557 0.12584 0.226 -0.362 0.134 -0.0296
Cl 8.84217 -7.51735 -0.12008 0.252 0.341 0.077 -0.0866